No. 1
A cluster of 2 separate species, C9H22N2P in total, computed with ωB97M-V with the def2-TZVPD basis set.

Geometry (Å):
C 2.34915 1.91313 -0.26589
C 1.23653 0.92693 0.12409
C 0.24987 0.76330 -1.03385
C 1.86315 -0.39366 0.66709
P 1.72100 -1.85055 -0.37317
C 2.86955 -1.73159 -1.77718
N 2.29080 -2.38634 -2.95353
H 2.73926 2.42050 0.61279
H 3.16702 1.38490 -0.75741
H 1.97164 2.66764 -0.95149
H 0.68336 1.34889 0.96015
H -0.37712 1.65374 -1.07627
H -0.43579 -0.07371 -0.91777
H 0.76194 0.71984 -1.99874
H 2.94181 -0.25895 0.78857
H 1.46821 -0.62832 1.65602
H 0.45186 -2.02746 -0.91439
H 2.02308 -2.95525 0.42002
H 3.01747 -0.65603 -1.91834
H 3.81145 -2.19246 -1.48692
H 1.36853 -2.00427 -3.13200
H 2.83847 -2.12470 -3.76504
C -3.52783 0.21284 0.15435
C -4.08034 0.40622 1.56087
C -3.05953 1.02057 2.52652
C -1.87778 0.16991 2.67154
N -0.95977 -0.50975 2.77550
H -2.68764 -0.48536 0.15501
H -4.29229 -0.19373 -0.50607
H -3.18771 1.16042 -0.26930
H -4.41962 -0.55197 1.95627
H -4.95086 1.06112 1.52393
H -3.49887 1.15767 3.51449
H -2.73258 1.99891 2.17051

Forces on atoms 1 to 6 (eV/Å):
C -0.2393 -0.1809 0.1053
C 0.1426 0.0353 -0.1903
C -0.0266 0.2781 0.0956
C -0.1285 0.2607 0.0669
P 0.4553 0.2794 0.1875
C -0.5661 0.1711 -0.4110

Calculated values
- gap between HOMO and LUMO (eV) = 11.39
- relative energy (zero: lowest compared OMol25 entry of this formula, charge and spin) (kJ/mol) = 19.0
- total charge = +1
- LUMO (eV) = -2.606

natural (NBO) atomic charge list, values in e, 6 entries:
1. C -0.605
2. C -0.217
3. C -0.634
4. C -0.738
5. P 1.069
6. C -0.517

No. 2
A structure of composition C9H22N4O7Ti, computed with ωB97M-V with the def2-TZVPD basis set.

Geometry (Å):
O -1.58772 0.27387 -4.02948
H -1.31765 1.09939 -4.48447
Ti -0.30860 0.05981 -0.77916
N -0.10141 1.55967 0.64599
N 1.67830 0.62355 -1.01637
N -1.37129 -0.98322 0.64489
N 0.36028 -1.88301 -1.00200
O -0.81521 1.77434 1.72690
O -2.01526 -0.44400 1.70568
O 1.51871 -2.27284 -1.56357
O 2.66511 -0.06378 -1.53075
C 1.97927 1.81297 -0.42751
C 0.99190 2.34436 0.44432
C -1.33491 -2.33199 0.55086
C -0.39805 -2.83091 -0.40300
C 1.13662 3.58461 1.24868
H 1.38570 3.35633 2.29433
H 0.21136 4.17278 1.23915
H 1.93399 4.21268 0.83936
C 3.34174 2.35900 -0.63868
H 3.52080 2.56304 -1.70231
H 4.10625 1.65048 -0.29581
H 3.47690 3.29784 -0.09462
C -2.13404 -3.20512 1.44854
C -0.17428 -4.28097 -0.63934
H -2.70092 -2.61220 2.16925
H -1.47865 -3.89630 1.99472
H -2.83765 -3.81979 0.87120
H 0.53692 -4.44888 -1.45128
H -1.12171 -4.77283 -0.89804
H 0.19894 -4.77065 0.27068
H -1.57099 0.51213 1.79356
H 2.08809 -1.34861 -1.61924
C -1.47011 0.64379 -2.15399
H -0.47174 1.12562 -2.27639
H -1.71910 -0.41040 -1.91064
H -2.29792 1.32065 -2.02180
O -3.06595 3.46111 1.77154
H -3.87102 2.91299 1.80998
H -2.32335 2.81668 1.77964
O 1.57406 -0.86089 1.62079
H 1.41712 -0.88502 2.57990
H 2.36545 -1.41625 1.48845

Forces on atoms 1 to 6 (eV/Å):
O 0.2240 0.5225 2.3304
H -0.1551 -0.2492 0.4651
Ti 3.7986 -0.2962 4.4183
N 1.4175 0.5294 0.0274
N 0.4128 1.2600 0.8530
N 0.0430 -3.0757 0.8203

Calculated values
- gap between HOMO and LUMO (spin up / spin down) (eV) = 6.15 / 5.90
- relative energy (zero: lowest compared OMol25 entry of this formula, charge and spin) (kJ/mol) = 0.0
- spin multiplicity = 2
- total charge = +1
- LUMO (spin up / spin down) (eV) = -5.403 / -5.709
- expectation value of S² = 1.21

natural (NBO) atomic charge list, values in e, 6 entries:
1. O -0.679
2. H 0.466
3. Ti 1.430
4. N -0.180
5. N -0.162
6. N -0.201

No. 3
A structure of composition C9H23BO3PTi, computed with ωB97M-V with the def2-TZVPD basis set.

Geometry (Å):
C 0.59716 2.17828 -2.39925
C -0.51071 1.95511 -3.41063
O -1.80128 1.95966 -2.82454
C -2.38234 0.71134 -2.59165
C -1.57018 -0.21907 -1.72447
O -2.48501 -1.17946 -1.21868
C -1.90289 -2.40466 -0.87869
C -0.94232 -2.28117 0.28850
O -1.46651 -1.29334 1.16229
C -0.70824 -1.05498 2.32324
B 0.36837 0.12245 2.30349
P 2.24194 -0.47205 2.25200
C 3.03083 0.32289 0.82098
C 3.16190 0.17371 3.68725
H 0.83779 3.23134 -2.32538
H 0.26950 1.86394 -1.41461
H 1.50150 1.64443 -2.66493
H -0.36104 1.03267 -3.96974
H -0.51444 2.75930 -4.13723
H -2.62078 0.21646 -3.53301
H -3.31726 0.89643 -2.07605
H -1.10444 0.32831 -0.90662
H -0.79116 -0.72693 -2.29164
H -1.35529 -2.82293 -1.72271
H -2.71821 -3.07524 -0.63786
H 0.05642 -1.99166 -0.03006
H -0.86071 -3.23564 0.80762
H -1.43139 -0.61341 2.97734
H -0.41430 -1.98810 2.80441
H 0.19277 0.80026 1.30940
H 0.22389 0.78111 3.35246
H 2.25954 0.56646 0.10133
H 3.74367 -0.35122 0.36249
H 3.54124 1.23279 1.11193
H 3.71714 1.06251 3.41632
H 3.86078 -0.57096 4.04726
H 2.46123 0.40801 4.47656
Ti -2.80716 0.03335 3.15289

Forces on atoms 1 to 6 (eV/Å):
C -0.0586 0.1408 0.1257
C -0.1563 -0.0958 -0.2836
O 0.0016 0.4773 0.2990
C -0.0420 0.0208 -0.2058
C -0.0912 -0.2121 0.1968
O -0.1690 0.0342 -0.1955

Calculated values
- gap between HOMO and LUMO (eV) = 3.53
- total charge = +1
- LUMO (eV) = -6.493

natural (NBO) atomic charge list, values in e, 6 entries:
1. C -0.642
2. C -0.071
3. O -0.528
4. C -0.069
5. C -0.106
6. O -0.527

No. 4
A structure of composition C9H23BrCl5LiN7NaO9, computed with ωB97M-V with the def2-TZVPD basis set.

Geometry (Å):
C -0.23889 -2.72071 2.04911
C -0.75938 -1.30480 2.28798
N -1.92390 -1.00235 1.42065
C -3.08545 -1.50336 1.98832
C -3.65585 -0.82666 3.09142
C -4.78417 -1.40797 3.60145
C -5.25329 -2.59132 3.00239
N -4.75082 -3.20365 1.96052
N -3.66668 -2.58692 1.51594
H -0.96700 -3.44169 2.42461
H 0.66700 -2.82236 2.64597
H -0.05417 -2.90416 0.99466
H 0.01502 -0.56731 2.08785
H -1.01656 -1.19214 3.34421
H -1.76988 -1.48848 0.53852
H -3.20863 0.06483 3.49810
H -5.31935 -0.99134 4.44218
H -6.12603 -3.06659 3.43253
H -3.29653 -3.08620 0.66545
C 0.52898 -4.70898 5.64686
Cl 1.69850 -4.94964 4.39206
Cl -1.08467 -4.29987 5.01831
Cl 0.35271 -6.17960 6.64608
H 0.85806 -3.89651 6.28248
O 0.35400 -0.81852 -0.53521
Cl 0.91389 0.49524 -0.76227
O -0.15996 1.43044 -1.02129
O 1.79024 0.47962 -1.88915
O 1.63791 0.91304 0.42165
Li -1.94562 -5.48877 7.19780
C 4.44975 2.68912 -2.68049
O 3.19102 2.40388 -3.31338
H 4.70735 3.72140 -2.91695
H 4.33642 2.58030 -1.59834
H 5.24950 2.03370 -3.03598
H 2.97820 1.48878 -3.08338
Br 6.93053 2.08715 -1.94590
C -2.13621 3.75918 -3.43951
O -3.18528 3.08972 -3.46362
N -0.99331 3.30253 -2.91331
N -2.08218 5.02338 -3.96130
H -0.14298 3.83672 -2.89349
H -0.98906 2.37154 -2.51242
H -2.92243 5.40491 -4.35276
H -1.24514 5.57528 -3.96395
N 6.31301 2.42165 1.14191
H 6.48334 2.29418 0.08768
H 5.56998 3.10314 1.28030
H 6.03862 1.52869 1.54372
H 7.17184 2.74964 1.57458
Cl -4.58589 -4.23213 -0.39661
Na -2.73032 2.13494 -5.54825
N 0.43524 1.05665 -7.58215
O 1.45814 0.69111 -8.15687
O -0.04708 0.38835 -6.63742
O -0.16267 2.11407 -7.93308

Forces on atoms 1 to 6 (eV/Å):
C -0.3260 0.4587 0.5325
C 0.7062 0.2775 -0.2543
N -0.6048 -1.2534 0.2880
C 0.4596 1.2269 0.2467
C -0.6484 -0.8435 0.2394
C 0.5614 0.2984 -0.2682

Calculated values
- gap between HOMO and LUMO (eV) = 2.48
- relative energy (zero: lowest compared OMol25 entry of this formula, charge and spin) (kJ/mol) = 0.0
- total charge = 0
- LUMO (eV) = -3.719

natural (NBO) atomic charge list, values in e, 6 entries:
1. C -0.628
2. C -0.217
3. N -0.565
4. C 0.419
5. C -0.213
6. C -0.182

No. 5
A structure of composition C9H23N4O8PRuS, computed with ωB97M-V with the def2-TZVPD basis set.

Geometry (Å):
Ru -1.12757 -0.32051 0.71133
N 0.68162 2.06849 -0.29634
N 0.96378 1.48327 -1.52041
C 0.08393 0.66880 -2.09535
N 0.40864 0.11477 -3.25760
S -1.48944 0.44781 -1.46237
H 0.66273 3.07529 -0.35719
H 1.30405 1.70074 0.41281
H 1.93254 1.41186 -1.79849
H 1.34790 0.18401 -3.61651
H -0.12023 -0.69955 -3.52228
O -0.94447 -0.43491 3.19534
N -0.83453 0.79302 3.13074
O -0.56716 1.53004 4.03739
O -1.05317 1.30456 1.93621
O -2.12096 -1.60450 0.82141
C 5.00377 -1.47669 -0.56882
C 4.31798 -0.14137 -0.80389
C 5.18118 0.99699 -0.28146
C 4.02806 0.04204 -2.29131
O 3.07563 -0.01996 -0.04262
P 1.96225 -1.18304 0.08379
O 0.87866 -0.50804 0.94487
O 1.57108 -1.68525 -1.25319
O 2.63503 -2.30061 0.96715
C 2.76809 -2.43434 2.41349
C 3.17128 -1.10825 3.04241
C 1.45131 -2.94544 2.97347
C 3.86374 -3.47462 2.59294
H 5.96316 -1.46120 -1.08923
H 4.41325 -2.31028 -0.94778
H 5.18723 -1.63472 0.49147
H 6.12608 1.03480 -0.82618
H 5.39294 0.85515 0.77827
H 4.67685 1.95695 -0.40162
H 4.93364 -0.15939 -2.86407
H 3.75526 1.08187 -2.51001
H 3.24007 -0.64280 -2.60445
H 2.37915 -0.37077 2.92000
H 4.08866 -0.72376 2.59437
H 3.34550 -1.25199 4.10948
H 0.66819 -2.20325 2.84146
H 1.55307 -3.15867 4.03792
H 1.16402 -3.86349 2.45916
H 4.81242 -3.11993 2.18906
H 3.59263 -4.39918 2.08344
H 3.99989 -3.68706 3.65394

Forces on atoms 1 to 6 (eV/Å):
Ru -0.1325 -0.7257 0.0941
N -0.1671 -0.1019 0.0193
N 0.0495 0.0449 0.0237
C 0.2402 0.0067 -0.0534
N -0.1911 0.0114 -0.1694
S -0.2126 0.0096 0.0860

Calculated values
- gap between HOMO and LUMO (eV) = 8.20
- relative energy (zero: lowest compared OMol25 entry of this formula, charge and spin) (kJ/mol) = 20.5
- total charge = 0
- LUMO (eV) = -0.681

natural (NBO) atomic charge list, values in e, 6 entries:
1. Ru 1.273
2. N -0.648
3. N -0.423
4. C 0.380
5. N -0.743
6. S -0.088

No. 6
A structure of composition C9H23NNbO2, computed with ωB97M-V with the def2-TZVPD basis set.

Geometry (Å):
C 3.93474 -0.77885 0.62912
C 3.21327 -0.62044 -0.49618
C 2.68655 0.61815 -1.08766
Nb 0.53992 1.27702 -0.46878
N 0.54454 3.05216 -1.51893
O -0.09888 0.21134 -1.98239
C -1.35831 2.27095 0.33445
O -2.34417 2.12130 -0.70538
C -3.30359 1.13164 -0.46444
C 0.02728 -0.36296 1.00249
C -0.81755 -1.57046 0.52295
C -2.05887 -1.77798 1.41268
C 0.02164 -2.87340 0.49064
H 4.02166 -1.74476 1.11498
H 4.44943 0.05864 1.09280
H 2.99006 -1.52840 -1.06692
H 3.32446 1.46698 -0.81250
H 2.64995 0.56631 -2.18430
H 1.47409 2.07115 0.88538
H 0.90252 2.85916 -2.45455
H -0.38858 3.42573 -1.67499
H 0.44956 -0.52699 -2.26943
H -1.21338 3.34586 0.49250
H -1.71680 1.85904 1.28605
H -4.16184 1.33364 -1.11009
H -3.63485 1.14352 0.58302
H -2.92036 0.12776 -0.69297
H -0.51899 0.12152 1.81930
H 0.96277 -0.70358 1.46354
H -1.20499 -1.41728 -0.48800
H -2.42081 -0.83070 1.81712
H -2.89537 -2.20950 0.84828
H -1.85177 -2.46723 2.23808
H 0.17284 -3.25152 -0.52582
H -0.46759 -3.67963 1.04688
H 1.01141 -2.71818 0.92306

Forces on atoms 1 to 6 (eV/Å):
C 0.0091 0.1341 -0.3416
C 0.0884 -0.2286 -0.0542
C 0.8959 0.4721 0.2068
Nb -0.3283 0.4520 -1.2420
N -0.9033 -0.4203 0.0116
O 0.8108 -0.6332 0.0575

Calculated values
- gap between HOMO and LUMO (eV) = 7.15
- total charge = -1
- LUMO (eV) = 3.405

natural (NBO) atomic charge list, values in e, 6 entries:
1. C -0.520
2. C -0.138
3. C -0.887
4. Nb 1.903
5. N -1.168
6. O -1.010

Maximum force: 0.72 5.83 2.35 3.89 0.74 1.36 (eV Å⁻¹)